Entry 1:
DFT (wB97M-V/def2-TZVPD) results for C32H37AsIN2O11PSSnTe as an isolated structure.

```
88
Properties=species:S:1:pos:R:3:forces:R:3
Sn -0.32655 -0.57715 0.12947 1.22 0.47 1.37
C 4.34085 -0.67058 1.94345 0.00 0.09 0.12
C 3.52101 0.43610 2.54097 0.05 0.07 0.11
N 4.04489 1.14001 3.51242 -0.13 0.11 -0.08
C 3.30887 2.12038 4.09057 0.24 -0.23 -0.03
C 2.01547 2.38999 3.75576 -0.11 -0.02 0.00
C 1.33798 3.53232 4.46328 -0.10 -0.07 0.01
O 0.14375 3.09802 5.12364 0.10 -0.04 -0.01
C 1.40617 1.63375 2.70959 -0.03 -0.02 0.07
C 0.02596 1.92053 2.41039 -0.05 0.07 0.16
N -0.76572 1.46453 1.49661 -0.43 -0.31 -0.18
C -2.02134 2.13404 1.41971 -0.04 0.23 -0.13
C -2.09097 3.51792 1.64937 0.08 -0.02 0.02
C -3.28758 4.21116 1.64447 -0.01 -0.01 0.02
C -4.47844 3.54379 1.39615 0.02 0.06 -0.02
C -4.43626 2.19858 1.07536 0.00 0.08 0.03
C -3.22563 1.52076 1.05867 0.17 -0.30 -0.03
I -3.33582 -0.46901 0.40731 -0.71 0.09 0.21
C 2.18411 0.66958 2.04466 -0.05 -0.04 -0.11
O 1.77624 -0.01154 1.02283 -0.36 -0.26 0.16
H 5.37886 -0.54118 2.24328 -0.02 -0.02 0.01
H 4.26078 -0.68790 0.85965 -0.01 -0.02 -0.08
H 3.99590 -1.64234 2.31018 0.03 0.02 -0.05
H 3.81196 2.68899 4.86622 -0.04 -0.04 -0.02
H 1.10437 4.32736 3.74591 -0.08 0.05 -0.02
H 2.04354 3.94039 5.18681 0.03 0.04 0.03
H -0.08009 3.73175 5.81061 0.01 0.03 -0.01
H -0.41186 2.63202 3.10487 0.05 0.10 -0.04
H -1.16794 4.05714 1.82398 -0.05 0.00 -0.04
H -3.28574 5.27904 1.82522 0.00 -0.04 0.03
H -5.42615 4.06570 1.42801 0.03 -0.01 -0.06
H -5.34634 1.66548 0.83327 0.02 0.03 0.00
O 1.67750 -2.87238 2.40139 -0.24 0.13 0.01
As -0.06748 -3.15661 2.21560 0.34 -0.14 -0.25
O 0.04253 -3.34296 0.28617 -0.05 -0.14 0.22
O -0.66855 -1.58229 2.05925 0.15 0.21 -0.52
C 0.18362 -4.48501 -0.39531 -0.01 -0.07 -0.20
C 0.26837 -5.74216 0.21726 -0.02 0.17 -0.10
C 0.42310 -6.88746 -0.54358 0.02 -0.02 -0.01
C 0.50892 -6.83403 -1.93185 -0.06 -0.07 0.09
C 0.44926 -5.60611 -2.55998 -0.15 0.17 0.05
C 0.26630 -4.44912 -1.80557 0.29 -0.03 0.33
S 0.44421 -2.91314 -2.62034 -0.36 0.48 -0.13
O 1.89098 -2.56652 -2.13045 -0.18 0.15 -0.15
O 0.40248 -3.11458 -4.04123 0.16 -0.15 0.18
O -0.49020 -1.91968 -2.12282 0.20 -0.63 -0.40
H 1.88381 -1.98984 2.04218 0.02 -0.09 -0.05
H 0.23966 -5.79796 1.29653 -0.04 -0.08 0.01
H 0.49390 -7.84495 -0.04030 -0.01 0.04 -0.01
H 0.63213 -7.74003 -2.50935 0.01 0.03 0.01
H 0.54073 -5.51200 -3.63493 0.00 -0.01 0.06
C -2.94928 3.22204 -2.28904 0.06 -0.09 0.04
O -1.79203 2.71214 -2.95678 -0.15 0.13 0.02
P -0.94820 1.53851 -2.18292 -0.06 0.25 -0.23
O 0.04988 2.39107 -1.23536 0.00 0.06 0.01
C 0.85326 3.46128 -1.74159 0.07 -0.07 0.02
O 0.09232 1.23575 -3.37798 0.00 0.03 -0.17
C -0.31454 0.52090 -4.55104 -0.09 -0.06 0.13
H -3.40048 3.95800 -2.94834 -0.01 0.02 -0.02
H -2.68448 3.70058 -1.34206 0.02 0.01 -0.02
H -3.67378 2.42913 -2.08694 0.02 -0.03 -0.01
H 1.29778 3.95423 -0.87978 0.00 0.01 0.02
H 0.24669 4.17056 -2.30290 -0.04 0.01 -0.02
H 1.63993 3.07386 -2.38868 -0.01 -0.02 -0.01
H -0.45201 -0.53918 -4.32992 0.00 0.06 0.02
H 0.48450 0.63984 -5.27693 0.03 -0.01 -0.04
H -1.23729 0.93762 -4.95771 0.03 0.03 -0.01
C 7.15197 0.32538 -6.30721 -0.06 -0.02 0.12
C 6.07120 0.02440 -5.29926 0.05 0.00 -0.06
C 5.24197 -1.07956 -5.43019 -0.01 0.02 0.01
C 4.24130 -1.38540 -4.50874 -0.03 -0.07 -0.01
C 3.42514 -2.62854 -4.72828 -0.04 0.06 0.07
C 4.06243 -0.53305 -3.41433 0.14 0.21 0.07
Te 2.65341 -0.68824 -1.81159 0.22 -0.51 -0.40
C 4.90191 0.58117 -3.25125 -0.06 0.07 0.14
C 4.77559 1.54563 -2.08440 -0.17 -0.13 -0.25
C 5.88814 0.84092 -4.19367 0.01 0.03 0.02
H 7.13432 -0.38822 -7.13042 0.00 0.03 0.01
H 8.13755 0.27886 -5.83850 -0.02 0.00 -0.03
H 7.03265 1.32988 -6.71711 0.00 -0.03 -0.02
H 5.37120 -1.73976 -6.28242 0.00 0.01 0.04
H 3.68938 -3.09696 -5.67542 0.03 0.02 0.00
H 2.35707 -2.41793 -4.74010 0.09 0.00 -0.06
H 3.59374 -3.35442 -3.92945 -0.01 0.02 -0.03
H 4.18586 1.15047 -1.24777 0.10 0.05 0.05
H 4.30341 2.47940 -2.39959 -0.02 -0.05 0.02
H 5.75647 1.78888 -1.67760 0.00 -0.02 0.01
H 6.53038 1.70764 -4.05514 -0.04 -0.05 0.01
```
Positions in Å, forces in eV/Å.

Frontier orbital gap, eV: 7.23
E_HOMO, Ha: -0.2804
Energy relative to the best compared isomer or geometry (same formula, charge and spin), kcal/mol: 0.0
Net charge: 0
Calculated total energy, eV: -161476.6005

=====

Entry 2:
DFT (wB97M-V/def2-TZVPD) results for C31H55O6SiTm as an isolated structure.

```
94
Properties=species:S:1:pos:R:3:forces:R:3
O 1.63629 2.29275 -0.75884 0.75 1.42 0.96
C 1.98028 3.39249 0.19669 -0.53 -0.78 0.18
C 2.20536 4.38632 -0.90305 0.05 -0.40 -0.06
H 2.89981 3.13881 0.73515 -0.32 -0.10 0.15
H 1.13877 3.61705 0.85923 0.19 -0.32 0.09
C 1.99300 3.21869 -1.86487 0.17 0.56 -0.48
H 3.22341 4.75960 -0.93086 -0.76 -0.19 0.00
H 1.47434 5.19755 -0.98147 0.17 -0.16 0.05
C 3.31167 2.86407 -2.51841 0.11 -0.44 -0.27
H 4.08343 2.68557 -1.76122 -0.09 0.06 -0.12
H 3.63372 3.69785 -3.16376 -0.13 -0.23 0.29
H 3.22268 1.97112 -3.13982 0.07 0.02 -0.03
C 0.89676 3.45099 -2.87233 -0.29 -0.09 -0.34
H 0.07487 4.02150 -2.43807 0.06 -0.08 -0.13
H 0.49757 2.52039 -3.26975 -0.03 0.15 0.05
H 1.30372 4.01225 -3.72274 -0.03 0.02 0.22
Tm 0.26587 0.28966 -0.23458 -0.80 0.58 0.68
C -2.17546 0.55916 -0.66521 -0.49 0.57 0.72
C -2.08736 0.85748 0.73115 -0.42 0.46 -0.57
C -1.39338 2.09055 0.88007 -0.34 -0.37 -0.33
H -2.56279 0.28120 1.52036 0.46 0.00 -0.25
C -1.12059 2.58243 -0.42290 -0.45 0.05 -0.37
C -1.56792 1.62863 -1.38022 -0.45 0.61 0.38
H -1.56206 1.73708 -2.46568 0.09 -0.01 0.42
H -2.70679 -0.28648 -1.09113 0.42 0.21 0.15
H -1.17137 2.60242 1.81884 -0.16 -0.17 -0.32
H -0.79037 3.59887 -0.64431 0.25 -0.58 0.11
C 0.70115 -1.86675 -1.41508 0.70 -0.24 -1.39
C 0.19714 -0.94709 -2.38648 0.87 -0.92 0.14
C 1.18355 0.05938 -2.55613 0.64 -0.21 -0.25
H -0.73475 -1.04923 -2.94734 0.38 0.06 0.30
C 2.26902 -0.21593 -1.66710 0.42 -0.31 -0.99
C 1.98557 -1.41647 -0.97498 -0.47 -0.30 -0.52
H 2.65364 -1.93395 -0.27769 -0.43 0.29 -0.23
H 0.24270 -2.81975 -1.19156 -0.06 0.48 0.29
H 1.15068 0.81726 -3.33795 0.06 -0.22 0.55
H 3.20717 0.34288 -1.57746 -0.63 -0.22 -0.04
O 4.04721 6.26102 -1.11398 1.20 1.98 -0.21
C 4.16204 7.05256 -2.31180 -0.40 -0.33 -0.15
C 5.04379 8.27578 -2.02906 0.15 -0.37 0.12
H 3.15048 7.35090 -2.62944 0.20 -0.09 0.15
H 4.57034 6.40366 -3.09973 0.00 0.21 0.15
C 5.28307 8.25212 -0.49949 -0.45 0.08 -0.25
H 4.53751 9.18711 -2.35544 0.22 -0.07 0.06
H 5.98904 8.17466 -2.56898 -0.13 0.16 0.06
C 4.76381 6.89029 -0.03712 0.07 -0.44 -0.01
H 4.71277 9.05014 -0.01850 0.17 -0.03 -0.02
H 6.33733 8.36626 -0.25054 -0.09 0.11 0.00
H 4.09250 6.96450 0.82301 0.02 0.04 -0.08
H 5.58709 6.22735 0.23945 0.04 0.01 0.04
C -2.12897 -2.45647 4.54678 -0.10 0.10 0.14
C -0.98105 -3.12144 3.80144 -0.19 -0.02 -0.87
C 0.24726 -2.22414 3.78957 0.22 0.12 0.27
C -0.64976 -4.46136 4.44853 0.08 -0.12 0.08
O -1.39464 -3.40919 2.44024 0.36 0.12 0.88
Si -1.54076 -2.58641 1.02542 0.15 0.35 -0.23
O -0.48874 -1.36664 0.84240 -0.72 -1.12 1.03
O -1.38830 -3.75060 -0.14975 0.08 -0.73 0.26
C -0.91666 -5.14020 -0.08332 -0.29 0.83 -0.03
C 0.54075 -5.17172 0.35294 0.17 -0.09 -0.05
C -1.73350 -5.95464 0.90400 -0.16 -0.37 0.24
C -1.08958 -5.69123 -1.49508 0.06 -0.03 -0.07
O -3.09720 -2.03767 0.93406 -0.72 -0.07 -0.52
C -4.38623 -2.48818 0.38196 0.91 0.04 0.56
C -4.47111 -2.14400 -1.09802 -0.07 0.05 -0.17
C -4.57190 -3.99181 0.56596 -0.14 -0.13 -0.06
C -5.45331 -1.74222 1.17208 -0.09 0.10 0.06
H -1.82047 -2.25710 5.58232 -0.12 0.00 -0.19
H -3.00778 -3.11252 4.56837 0.15 0.14 -0.06
H -2.40386 -1.50544 4.07602 0.02 -0.17 0.03
H 0.56108 -2.03679 4.82378 0.00 -0.01 -0.12
H 1.07723 -2.71366 3.26728 -0.15 0.10 -0.01
H 0.04089 -1.26332 3.30758 -0.01 -0.23 0.03
H -1.50797 -5.14429 4.40355 0.17 0.17 -0.04
H 0.21027 -4.93240 3.95595 -0.21 0.07 0.03
H -0.38998 -4.30639 5.50254 -0.04 -0.04 -0.14
H 0.65901 -4.70495 1.33728 -0.04 -0.04 -0.18
H 0.85582 -6.21911 0.43027 0.08 0.17 -0.02
H 1.18458 -4.66595 -0.37178 -0.02 -0.01 0.10
H -2.77994 -6.02151 0.59596 0.16 0.02 0.10
H -1.33460 -6.97817 0.94965 -0.07 0.19 -0.07
H -1.66710 -5.51853 1.90542 -0.12 -0.13 -0.28
H -2.12808 -5.58622 -1.83387 0.19 0.02 0.15
H -0.44048 -5.16351 -2.20295 -0.10 -0.05 0.10
H -0.83170 -6.75597 -1.51124 0.00 0.12 -0.03
H -3.62113 -2.55970 -1.65302 -0.10 0.03 0.17
H -5.39317 -2.56971 -1.51350 0.14 0.05 0.04
H -4.50773 -1.06191 -1.25247 -0.02 -0.14 0.03
H -4.28362 -4.30981 1.57363 0.06 0.08 -0.17
H -5.63034 -4.25170 0.42403 0.19 0.09 0.00
H -3.99500 -4.54365 -0.18161 0.00 0.09 0.22
H -5.37828 -1.98262 2.23804 0.05 0.05 -0.15
H -5.34502 -0.66207 1.03948 0.05 -0.09 0.07
H -6.45522 -2.02975 0.83118 0.16 0.03 -0.01
```
Positions in Å, forces in eV/Å.

Frontier orbital gap (spin up / spin down), eV: 7.68 / 7.70
<S²>: 2.00
E_HOMO (spin up / spin down), Ha: -0.2744 / -0.2746
Energy relative to the best compared isomer or geometry (same formula, charge and spin), kcal/mol: 0.0
Spin multiplicity: 3
Net charge: 0
Calculated total energy, eV: -82737.1237

=====

Entry 3:
DFT (wB97M-V/def2-TZVPD) results for a 2-piece molecular cluster, C4H12NOS overall.

```
19
Properties=species:S:1:pos:R:3:forces:R:3
C 1.41814 -0.38287 -1.01580 -0.04 0.01 0.34
N 0.66714 -0.76457 0.17194 0.17 -0.12 -0.11
C -0.79530 -0.65016 0.01471 0.16 -0.06 0.38
C -1.46152 -0.30162 1.32385 -0.68 0.27 0.58
S -3.29041 -0.09930 1.21176 0.34 -0.17 -0.16
C 2.85826 -0.84743 -0.93113 0.14 0.37 0.02
H 1.43439 0.70780 -1.15569 -0.17 0.09 -0.15
H 0.91878 -0.80881 -1.88136 -0.05 -0.10 -0.16
H 0.97065 -0.18231 0.94814 -0.16 -0.07 -0.07
H -1.04662 0.11089 -0.72679 -0.15 0.04 -0.13
H -1.20855 -1.61712 -0.29036 0.09 0.14 -0.29
H -1.21779 -1.06709 2.07537 0.02 0.12 -0.16
H -1.10401 0.66204 1.71125 0.39 -0.14 -0.11
H 2.95801 -1.92922 -0.93040 -0.05 -0.09 -0.01
H 3.28766 -0.45752 -0.00917 0.11 -0.10 0.18
H 3.44900 -0.41033 -1.73886 0.02 -0.16 -0.14
H -2.91571 1.94169 0.35869 -0.33 0.04 0.06
H -2.12147 3.19470 0.73755 0.01 0.03 0.08
O -2.80063 2.90119 0.12632 0.18 -0.07 -0.13
```
Positions in Å, forces in eV/Å.

Frontier orbital gap, eV: 6.29
E_HOMO, Ha: -0.1033
Energy relative to the best compared isomer or geometry (same formula, charge and spin), kcal/mol: 5.9
Net charge: -1
Calculated total energy, eV: -18716.4968

=====

Entry 4:
DFT (wB97M-V/def2-TZVPD) results for a 2-piece molecular cluster, C3H8NO3 overall.

```
15
Properties=species:S:1:pos:R:3:forces:R:3
C -0.41936 -0.31421 -1.45447 1.10 -1.32 -0.30
C 0.60447 0.05268 -0.40713 -0.07 0.85 0.24
C 0.06908 1.07836 0.64761 -0.02 -0.38 -0.20
O -1.14153 1.36319 0.57215 -0.01 0.15 0.05
O 0.91958 1.47778 1.48027 -0.06 0.03 0.03
N 0.18762 -1.26270 -2.45785 -0.34 0.75 -0.05
H -1.23004 -0.83467 -0.95718 -0.53 0.41 0.10
H -0.75152 0.54913 -2.01847 -0.26 0.15 0.20
H 0.94858 -0.82564 0.14561 0.00 -0.11 -0.06
H 1.48641 0.51943 -0.85031 0.06 -0.14 -0.13
H -0.58652 -1.61326 -3.01276 0.24 -0.27 -0.05
H 0.62759 -2.04448 -1.99041 -0.13 -0.07 0.11
H -0.05692 -0.07306 3.15909 -0.09 0.24 0.24
H -0.25795 1.37691 3.32644 0.06 -0.10 -0.13
O -0.39950 0.55054 3.81743 0.06 -0.17 -0.04
```
Positions in Å, forces in eV/Å.

Frontier orbital gap, eV: 8.42
E_HOMO, Ha: -0.1638
Energy relative to the best compared isomer or geometry (same formula, charge and spin), kcal/mol: 13.7
Net charge: -1
Calculated total energy, eV: -10875.1933

=====

Entry 5:
DFT (wB97M-V/def2-TZVPD) results for one molecule with the formula C5H9FO2.

```
17
Properties=species:S:1:pos:R:3:forces:R:3
C -1.87924 -1.68905 0.04610 -2.57 0.81 2.17
C -0.93375 -1.16870 -0.70342 1.88 -0.24 -0.05
C 0.21068 -0.34933 -0.10828 -0.53 0.73 0.63
F 0.16249 -0.50945 1.29414 -0.13 0.12 -0.38
O 1.41525 -0.75516 -0.55974 -0.38 -0.63 -0.18
C 2.45509 -0.00643 0.01588 3.06 0.01 -0.17
O 0.15609 1.06195 -0.34016 2.41 -2.85 -0.64
C -0.84124 1.80821 0.15031 -3.10 0.65 2.84
H -2.80647 -2.04989 -0.40429 0.63 -0.74 -0.25
H -2.07867 -1.54340 1.18539 1.07 0.06 -2.18
H -0.75592 -1.52440 -1.73324 -0.49 0.80 0.37
H 3.42556 -0.66695 0.17425 -2.41 0.98 0.29
H 2.08295 0.58189 0.85552 0.59 -0.61 0.33
H 2.83478 0.73975 -0.68296 -0.29 0.06 -0.34
H -0.91564 2.57746 -0.57150 -0.55 1.30 -0.34
H -0.73543 2.29112 1.25278 0.17 -1.30 -2.36
H -1.79652 1.20237 0.12919 0.63 0.86 0.25
```
Positions in Å, forces in eV/Å.

Frontier orbital gap, eV: 11.38
E_HOMO, Ha: -0.3816
Energy relative to the best compared isomer or geometry (same formula, charge and spin), kcal/mol: 55.1
SMILES: C=CC(F)(OC)OC
Net charge: 0
Calculated total energy, eV: -12141.0360

=====

Entry 6:
DFT (wB97M-V/def2-TZVPD) results for a 3-piece molecular cluster, C26H18NO6P overall.

```
52
Properties=species:S:1:pos:R:3:forces:R:3
N 4.30772 1.15308 -2.65230 -1.31 -0.20 1.32
P 3.02557 1.66257 -1.82591 1.69 -1.18 -0.74
C 2.44184 0.41318 -0.52366 -1.42 -1.43 2.09
C 3.45198 -0.53035 0.10415 -1.58 -0.13 0.66
C 3.11221 -1.52867 1.16816 -3.10 2.39 -1.37
C 1.67241 -1.58163 1.63111 1.61 1.69 -2.11
C 0.67176 -0.66288 1.00280 0.84 0.15 -0.56
C 1.00133 0.34549 -0.07384 1.98 -1.84 1.24
C -0.13974 1.25895 -0.66425 -0.62 0.48 -0.49
O 0.06703 2.33174 -1.23760 0.21 -2.07 1.12
C -1.61436 0.75794 -0.54954 -2.71 -1.94 0.99
C -2.74240 1.19335 -1.44689 -0.78 -1.61 1.64
C -4.13526 0.62589 -1.29774 1.78 -1.54 2.17
C -4.46717 -0.43370 -0.21392 4.08 1.74 -0.34
C -3.34083 -0.83196 0.70369 0.35 1.94 -2.11
C -1.96294 -0.24942 0.52985 -0.87 0.53 -1.29
C -0.82149 -0.70735 1.51184 0.03 -0.10 0.80
O -1.05957 -1.06623 2.67008 0.30 0.50 -2.48
H 4.50924 0.21527 -2.28251 0.39 0.37 -0.46
H 3.33737 2.85212 -1.06595 -0.84 -0.44 -0.38
H 1.96302 1.95245 -2.75748 0.26 0.12 1.13
H 4.53903 -0.49606 -0.22907 -1.72 0.12 0.32
H 3.88355 -2.20338 1.63045 -0.93 0.91 -0.65
H 1.42817 -2.33303 2.43356 -0.16 1.17 -1.04
H -2.56042 1.95256 -2.26085 -0.13 -1.00 1.11
H -4.98885 0.92127 -1.97601 1.44 -0.29 0.83
H -5.47870 -0.90151 -0.08906 1.21 0.73 -0.36
H -3.49005 -1.57745 1.53172 0.17 0.93 -1.02
O 6.47329 -0.97467 -0.86705 0.23 -0.17 0.13
C 7.15924 -1.76745 -0.25027 -0.12 0.18 -0.17
C 8.60142 -1.52503 -0.02937 0.24 -0.04 0.07
C 9.35305 -2.39492 0.64462 -0.03 0.23 -0.13
C 8.77709 -3.63911 1.20180 0.25 -0.22 0.18
O 9.46193 -4.43068 1.81762 -0.15 0.14 -0.11
C 7.33370 -3.88149 0.98035 -0.28 0.05 -0.08
C 6.58260 -3.01144 0.30645 0.00 -0.21 0.14
H 9.00627 -0.60987 -0.44299 -0.06 0.00 -0.02
H 10.41005 -2.23427 0.81531 -0.01 -0.04 0.02
H 6.92841 -4.79673 1.39364 0.05 0.00 0.01
H 5.52523 -3.17199 0.13509 0.01 0.01 -0.06
O -7.07762 0.51929 -1.33748 -0.36 0.18 0.10
C -7.58673 1.42541 -0.70398 0.05 -0.19 -0.15
C -7.41608 2.83730 -1.11077 -0.02 0.21 0.02
C -7.97170 3.82873 -0.41553 0.16 -0.06 -0.23
C -8.78432 3.55974 0.79196 -0.16 0.28 0.20
O -9.29216 4.46346 1.42410 0.09 -0.17 -0.12
C -8.95466 2.14692 1.19848 0.04 -0.28 -0.02
C -8.39871 1.15598 0.50271 -0.11 0.05 0.19
H -6.81943 3.01653 -1.99660 0.00 -0.03 0.01
H -7.85684 4.86760 -0.69800 -0.03 0.00 0.04
H -9.55118 1.96757 2.08417 0.00 0.05 -0.01
H -8.51334 0.11686 0.78494 0.02 0.00 -0.03
```
Positions in Å, forces in eV/Å.

Frontier orbital gap, eV: 6.28
E_HOMO, Ha: -0.2998
SMILES: N=[PH2]c1cccc2c1C(=O)c1ccccc1C2=O.O=C1C=CC(=O)C=C1.O=C1C=CC(=O)C=C1
Net charge: 0
Calculated total energy, eV: -50309.8064